Formula: C16H48AlB4O8S4
Source: the OMol25 dataset
Level of theory: ωB97M-V with the def2-TZVPD basis set

Summary:
HOMO energy: -6.150 eV
Energy relative to the best compared isomer or geometry (same formula, charge and spin): 261.8 kcal/mol

Geometry as ORCA input:
```
! wB97M-V def2-TZVPD RIJCOSX def2/J DEFGRID3
* xyz -1 1
Al -8.586 28.874 -15.712
B -8.982 25.673 -11.786
H -9.393 26.663 -11.662
H -9.290 25.237 -12.723
H -7.918 25.801 -11.907
H -9.348 25.012 -11.015
B -9.139 33.964 -16.022
H -9.564 34.191 -16.987
H -8.104 33.661 -16.058
H -9.184 34.870 -15.438
H -9.777 33.226 -15.561
B -5.840 23.793 -15.213
H -6.887 23.620 -15.020
H -5.299 22.954 -15.622
H -5.650 24.699 -15.767
H -5.404 23.971 -14.242
B -7.943 28.762 -20.823
H -7.917 28.459 -21.859
H -7.262 28.053 -20.378
H -7.536 29.744 -20.639
H -8.902 28.630 -20.347
C -15.077 34.147 -15.824
C -15.641 34.408 -17.233
C -14.951 33.443 -18.190
S -14.817 31.832 -17.282
O -13.528 31.205 -17.367
O -16.052 31.037 -17.422
C -14.930 32.699 -15.671
H -15.667 34.456 -14.961
H -14.147 34.701 -15.701
H -15.626 35.453 -17.542
H -16.665 34.157 -17.512
H -13.930 33.822 -18.191
H -15.415 33.180 -19.142
H -14.038 32.504 -15.076
H -15.642 32.086 -15.118
C -0.456 26.025 -12.003
C -0.162 26.786 -10.747
C -1.373 27.739 -10.784
S -1.738 28.232 -12.504
O -1.146 29.508 -12.769
O -3.108 27.935 -12.803
C -0.703 26.939 -13.251
H -1.222 25.255 -11.911
H 0.467 25.574 -12.367
H 0.805 27.283 -10.820
H -0.107 26.166 -9.852
H -1.165 28.595 -10.143
H -2.195 27.200 -10.313
H 0.223 27.290 -13.706
H -1.291 26.464 -14.037
C -0.259 32.695 -20.329
C -1.365 33.123 -21.202
C -2.760 32.471 -20.868
S -2.696 32.523 -19.033
O -3.361 31.467 -18.322
O -2.795 33.887 -18.368
C -0.949 32.084 -19.085
H 0.393 33.558 -20.198
H 0.393 31.931 -20.754
H -1.148 33.004 -22.264
H -1.535 34.199 -21.159
H -2.747 31.411 -21.119
H -3.729 32.855 -21.187
H -1.175 31.022 -18.992
H -0.521 32.428 -18.143
C -12.099 24.720 -22.586
C -13.025 25.790 -21.884
C -13.643 25.018 -20.806
S -12.330 24.160 -19.957
O -12.788 22.887 -19.376
O -11.684 25.136 -19.050
C -11.303 24.004 -21.510
H -11.392 25.315 -23.165
H -12.743 24.410 -23.409
H -13.730 26.161 -22.627
H -12.298 26.492 -21.475
H -14.365 24.247 -21.077
H -14.105 25.674 -20.068
H -11.048 22.965 -21.721
H -10.338 24.486 -21.352
*
```